[1]
Entry from the Open Molecules 2025 dataset: 2 unconnected molecules or ions with the total composition HO2S2 at a distorted geometry (ωB97M-V/def2-TZVPD).

Element x y z (Å)
O: 3.53494 1.73660 0.24269
O: 0.14837 0.10440 -0.69062
S: 4.15701 -1.08555 0.33649
S: 3.33067 0.43820 -0.46934
H: 0.01149 0.76994 -1.37642

Output
E_LUMO (alpha / beta) (eV): 3.72 / 1.46
2S+1: 3
E (hartree): -947.4017
Total charge: -1
Kohn-Sham gap (alpha / beta) (eV): 5.677 / 5.321
ΔE to the lowest compared entry with this formula, charge and spin (kJ/mol): 0.0

Now the Mulliken charges, all in e: O -0.552; O -0.350; S -0.525; S 0.124; H 0.303

[2]
Entry from the Open Molecules 2025 dataset: a molecular structure, HO3P2S2 at a distorted geometry (ωB97M-V/def2-TZVPD).

Element x y z (Å)
O: -0.27258 -0.88813 0.73292
O: 2.12574 -1.57297 0.65275
O: -0.07844 0.12948 -1.88435
P: 1.35367 -0.35680 -1.53802
P: 2.30502 0.27129 0.60313
S: 4.24603 0.51384 0.58173
S: 0.81827 -2.00018 -0.07959
H: -0.50483 -0.29768 -0.15780

Output
E_LUMO (eV): 3.20
E (hartree): -1705.4574
Total charge: -1
Kohn-Sham gap (eV): 6.264
ΔE to the lowest compared entry with this formula, charge and spin (kJ/mol): 462.8

Now the Mulliken charges, all in e: O -0.505; O -0.246; O -0.691; P 0.163; P 0.048; S -0.508; S 0.290; H 0.449

[3]
Entry from the Open Molecules 2025 dataset: 2 unconnected molecules or ions with the total composition HO5S at a distorted geometry (ωB97M-V/def2-TZVPD).

Element x y z (Å)
O: 1.68021 -0.30489 -1.38705
O: 0.74886 -1.62249 0.38339
O: 2.12123 0.43045 0.94736
O: -1.96238 0.56184 -0.50010
O: -1.13584 0.87769 0.56957
S: 1.29581 -0.33536 -0.01737
H: -2.74788 0.39275 0.00419

Output
E_LUMO (alpha / beta) (eV): 3.63 / 3.17
E (hartree): -774.8815
Total charge: -1
Kohn-Sham gap (alpha / beta) (eV): 8.319 / 6.232
ΔE to the lowest compared entry with this formula, charge and spin (kJ/mol): 266.4

Now the Mulliken charges, all in e: O -0.486; O -0.485; O -0.509; O -0.291; O -0.487; S 0.961; H 0.296